Formula: C4H10O
Source: the Open Molecules 2025 dataset
Level of theory: ωB97M-V with the def2-TZVPD basis set

Each line ends with the natural charge from an NBO analysis.
Atoms and positions in Å:
C1 -2.1169 0.4080 0.5083  -0.598
C2 -1.2131 -0.3999 -0.4258  -0.466
C3 0.1906 0.1079 -0.4121  0.116
O1 1.1512 -0.7474 -0.5611  -0.349
C4 2.4396 -0.4806 -0.5303  -0.211
H1 -2.1173 1.4694 0.2342  0.203
H2 -3.1508 0.0516 0.4570  0.211
H3 -1.7731 0.3309 1.5449  0.211
H4 -1.6288 -0.3623 -1.4456  0.205
H5 -1.2032 -1.4554 -0.1309  0.220
H6 1.2193 0.4772 1.4705  -0.040
H7 0.4266 1.1610 -0.5609  0.164
H8 2.7566 0.5255 -0.7880  0.161
H9 1.9555 0.2570 1.3552  -0.007
H10 3.0639 -1.3429 -0.7156  0.181

## Properties
Relative energy (zero: lowest compared OMol25 entry of this formula, charge and spin) (kJ/mol): 432.43
HOMO-LUMO gap (alpha / beta) (eV): 8.099 / 8.303